{
  "formula": "C9H13NO3",
  "method": "ωB97M-V/def2-TZVPD",
  "total_energy_ha": -631.11029,
  "de_lowest_kcal_mol": 77.9,
  "charge": 0,
  "orbital_gap_ev": 8.73,
  "symbols": ["C", "C", "C", "O", "C", "O", "C", "C", "N", "C", "C", "C", "O", "H", "H", "H", "H", "H", "H", "H", "H", "H", "H", "H", "H", "H"],
  "coordinates": [[-0.50719, 2.37848, -0.15793], [-0.77343, 0.96868, 0.22808], [-1.88704, 0.45922, -0.22767], [-2.86185, 1.02715, -0.89773], [-2.08053, -1.01532, -0.12409], [-3.07837, -1.71036, -0.46870], [-1.08366, -1.68824, 0.67837], [-0.00038, -1.00938, 1.18904], [0.20973, 0.33683, 0.91205], [1.59537, 0.82770, 1.16742], [2.41099, 0.59931, 0.00025], [2.94590, -0.77137, -0.27431], [3.83520, -0.78322, -1.41373], [-1.38807, 2.61241, -0.67127], [-0.39658, 3.22492, 0.56996], [0.28468, 2.43954, -0.91201], [-3.62958, 0.43044, -1.03910], [-1.17134, -2.81985, 0.44221], [0.71762, -1.62796, 1.82503], [1.85794, 0.33687, 2.04273], [1.70373, 1.95940, 1.41039], [3.37747, 1.23429, 0.02773], [1.64225, 0.84305, -0.85015], [3.50028, -1.30848, 0.61075], [1.98324, -1.43703, -0.23322], [3.17035, -1.00840, -2.24110]]
}



{
  "formula": "C9H13NS2",
  "method": "ωB97M-V/def2-TZVPD",
  "total_energy_ha": -1201.73163,
  "de_lowest_kcal_mol": 28.4,
  "charge": 0,
  "orbital_gap_ev": 8.95,
  "symbols": ["C", "C", "C", "C", "C", "N", "S", "C", "H", "H", "H", "H", "H", "H", "H", "H", "H", "C", "C", "C", "S", "H", "H", "H", "H"],
  "coordinates": [[0.14370, 0.67720, -1.64834], [-1.03810, -0.24224, -1.28456], [-2.45471, 0.31941, -0.81560], [-0.53584, -1.10844, -0.06579], [0.87651, -1.36575, 0.19564], [1.15392, -2.11122, 1.23652], [-0.14976, -2.53205, 2.11858], [-1.22207, -1.67541, 1.00030], [-0.10304, 1.52589, -2.17794], [0.76736, 0.13948, -2.35886], [0.66320, 0.97381, -0.78875], [-1.25618, -0.96016, -2.10901], [-2.26075, 0.45391, 0.23614], [-3.26329, -0.51669, -0.77908], [-2.91171, 1.22499, -1.40849], [1.74006, -1.19652, -0.51775], [-2.22913, -1.70404, 1.15353], [1.50215, -0.49852, 4.17350], [1.71363, 0.55030, 3.41176], [1.92734, 1.03983, 2.03839], [1.41298, 2.18744, 3.36200], [1.33653, -0.40917, 5.19075], [1.74180, -1.49515, 3.55593], [2.88598, 1.03293, 1.55271], [1.05275, 0.93290, 1.42493]]
}



{
  "formula": "C9H13O3P",
  "method": "ωB97M-V/def2-TZVPD",
  "total_energy_ha": -917.80599,
  "de_lowest_kcal_mol": 0.0,
  "charge": -2,
  "orbital_gap_ev": 5.00,
  "symbols": ["C", "C", "C", "C", "C", "P", "O", "O", "O", "C", "C", "C", "C", "H", "H", "H", "H", "H", "H", "H", "H", "H", "H", "H", "H", "H"],
  "coordinates": [[2.34708, 1.10834, -1.50467], [1.14556, 0.30604, -0.89673], [-0.07172, 0.57189, -1.41375], [-1.46311, -0.10371, -0.95869], [-2.40443, 1.08200, -0.58406], [-2.26622, -0.97662, -2.51980], [-1.31830, -2.15770, -2.76494], [-3.57434, -1.39116, -1.92483], [-2.30164, 0.02333, -3.64834], [-1.21403, -1.04007, 0.15545], [0.13123, -0.89086, 0.90456], [0.16600, -1.48078, 2.28341], [1.22738, -0.34763, 0.34985], [2.07925, 1.68070, -2.40386], [3.16962, 0.48825, -1.78955], [2.68940, 1.85711, -0.68937], [-0.02659, 1.06574, -2.37528], [-3.24977, 0.35798, -0.41535], [-2.50930, 1.67430, -1.48868], [-2.17303, 1.65545, 0.37028], [-1.47134, -1.99740, -0.35145], [-2.00078, -0.99577, 0.98181], [0.01659, -2.56609, 2.29906], [-0.70089, -1.16417, 2.81543], [0.93506, -1.21237, 3.03969], [2.18065, -0.37644, 0.89605]]
}



{
  "formula": "C9H14",
  "method": "ωB97M-V/def2-TZVPD",
  "total_energy_ha": -351.28809,
  "de_lowest_kcal_mol": 26.4,
  "charge": 0,
  "orbital_gap_ev": 9.94,
  "symbols": ["C", "C", "C", "C", "C", "C", "C", "H", "H", "H", "H", "H", "H", "H", "H", "C", "C", "H", "H", "H", "H", "H", "H"],
  "coordinates": [[0.77641, 0.29077, 2.38493], [-0.30047, -0.17595, 1.41742], [-0.42107, -1.56474, 1.15549], [-1.12862, -2.05859, 0.07821], [-1.89839, -1.21267, -0.66564], [-1.93903, 0.13713, -0.26557], [-1.06311, 0.70958, 0.62077], [0.78137, -0.29040, 3.30640], [0.82995, 1.35787, 2.61693], [1.71221, 0.10771, 1.87511], [0.16241, -2.17575, 1.81564], [-0.91439, -3.04787, -0.29110], [-2.62052, -1.64028, -1.35343], [-2.86796, 0.55161, -0.68631], [-1.00469, 1.75541, 0.80834], [0.81076, 1.36791, -2.04623], [1.60149, 0.33031, -1.21135], [0.61155, 2.29631, -1.42726], [1.49866, 1.63138, -2.87200], [-0.18659, 1.15390, -2.42492], [2.40288, -0.20632, -1.69957], [0.98103, -0.31185, -0.62045], [2.17614, 0.99455, -0.51543]]
}



{
  "formula": "C9H14",
  "method": "ωB97M-V/def2-TZVPD",
  "total_energy_ha": -351.31871,
  "de_lowest_kcal_mol": 7.2,
  "charge": 0,
  "orbital_gap_ev": 10.07,
  "symbols": ["C", "C", "C", "C", "C", "C", "C", "H", "H", "H", "H", "H", "H", "H", "H", "C", "C", "H", "H", "H", "H", "H", "H"],
  "coordinates": [[-0.18946, 3.02750, -0.50935], [-0.69830, 1.60644, -0.63413], [-2.02480, 1.25838, -0.79814], [-2.40695, -0.09052, -0.88089], [-1.45678, -1.07762, -0.89894], [-0.10425, -0.74371, -0.82326], [0.25701, 0.58108, -0.67247], [0.39508, 3.28463, -1.38986], [0.47395, 3.08170, 0.35173], [-0.99511, 3.73644, -0.34246], [-2.76856, 2.04855, -0.74679], [-3.48129, -0.20100, -0.76014], [-1.71708, -2.11283, -1.07243], [0.68128, -1.48122, -0.79337], [1.31522, 0.82368, -0.58024], [1.94723, -2.33193, 1.75059], [3.19781, -1.66618, 2.32273], [1.84311, -2.20811, 0.68089], [1.99952, -3.40382, 1.94864], [1.05325, -1.98754, 2.26011], [4.07303, -2.11217, 1.86546], [3.20406, -0.58944, 2.13728], [3.28832, -1.78984, 3.39894]]
}



{
  "formula": "C9H14",
  "method": "ωB97M-V/def2-TZVPD",
  "total_energy_ha": -351.30311,
  "de_lowest_kcal_mol": 17.0,
  "charge": 0,
  "orbital_gap_ev": 10.09,
  "symbols": ["C", "C", "C", "C", "C", "C", "C", "H", "H", "H", "H", "H", "H", "H", "H", "C", "C", "H", "H", "H", "H", "H", "H"],
  "coordinates": [[2.68513, 0.50676, -2.23954], [1.62029, 0.53004, -1.15004], [0.75102, 1.62918, -1.13695], [-0.14102, 1.73618, -0.08154], [-0.13442, 0.89287, 1.01022], [0.67280, -0.23064, 0.93874], [1.56842, -0.39566, -0.11970], [3.18647, -0.45468, -2.29833], [3.27912, 1.40492, -2.09384], [2.13953, 0.60006, -3.16125], [0.88196, 2.34021, -1.94171], [-0.68040, 2.68093, -0.10348], [-0.70509, 1.05523, 1.91248], [0.84396, -0.91495, 1.76243], [2.32809, -1.16569, -0.05112], [-3.33121, -1.40665, 1.77919], [-2.65713, -2.26786, 0.72299], [-4.14624, -0.71767, 1.54086], [-3.86649, -2.00274, 2.52979], [-2.61615, -0.83150, 2.36903], [-3.06193, -2.37592, -0.27872], [-1.61913, -1.93444, 0.65324], [-2.53359, -3.28210, 1.11191]]
}